{
  "formula": "C85H186F3N9O2",
  "method": "ωB97M-V with the def2-TZVPD basis set",
  "symbols": ["C", "O", "O", "C", "F", "F", "F", "C", "C", "H", "H", "H", "H", "H", "H", "C", "C", "C", "C", "N", "C", "C", "C", "C", "C", "H", "H", "H", "H", "H", "H", "H", "H", "H", "H", "H", "H", "H", "H", "H", "H", "H", "H", "H", "H", "C", "C", "C", "C", "N", "C", "C", "C", "C", "C", "H", "H", "H", "H", "H", "H", "H", "H", "H", "H", "H", "H", "H", "H", "H", "H", "H", "H", "H", "H", "C", "C", "C", "C", "N", "C", "C", "C", "C", "C", "H", "H", "H", "H", "H", "H", "H", "H", "H", "H", "H", "H", "H", "H", "H", "H", "H", "H", "H", "H", "C", "C", "C", "C", "N", "C", "C", "C", "C", "C", "H", "H", "H", "H", "H", "H", "H", "H", "H", "H", "H", "H", "H", "H", "H", "H", "H", "H", "H", "H", "C", "C", "C", "C", "N", "C", "C", "C", "C", "C", "H", "H", "H", "H", "H", "H", "H", "H", "H", "H", "H", "H", "H", "H", "H", "H", "H", "H", "H", "H", "C", "C", "C", "C", "N", "C", "C", "C", "C", "C", "H", "H", "H", "H", "H", "H", "H", "H", "H", "H", "H", "H", "H", "H", "H", "H", "H", "H", "H", "H", "C", "C", "C", "C", "N", "C", "C", "C", "C", "C", "H", "H", "H", "H", "H", "H", "H", "H", "H", "H", "H", "H", "H", "H", "H", "H", "H", "H", "H", "H", "C", "C", "C", "C", "N", "C", "C", "C", "C", "C", "H", "H", "H", "H", "H", "H", "H", "H", "H", "H", "H", "H", "H", "H", "H", "H", "H", "H", "H", "H", "C", "C", "C", "C", "N", "C", "C", "C", "C", "C", "H", "H", "H", "H", "H", "H", "H", "H", "H", "H", "H", "H", "H", "H", "H", "H", "H", "H", "H", "H"],
  "positions_angstrom": [[18.133, 15.182, 20.151], [17.213, 15.828, 19.250], [19.097, 14.463, 19.421], [18.593, 16.280, 21.168], [17.555, 16.665, 21.953], [19.600, 15.793, 21.959], [19.120, 17.339, 20.647], [15.936, 15.186, 19.243], [14.980, 15.961, 18.392], [15.509, 16.323, 17.511], [14.309, 15.236, 17.932], [14.419, 16.750, 18.894], [15.507, 15.027, 20.232], [16.003, 14.210, 18.762], [17.661, 14.469, 20.827], [12.159, 13.920, 16.404], [12.908, 12.620, 16.579], [12.621, 11.878, 17.851], [12.851, 12.652, 19.047], [12.505, 11.935, 20.416], [12.987, 12.682, 21.680], [13.811, 11.662, 22.545], [13.531, 10.310, 21.979], [13.250, 10.570, 20.513], [11.021, 11.558, 20.653], [11.109, 13.656, 16.532], [12.371, 14.322, 15.414], [12.341, 14.643, 17.200], [13.932, 12.991, 16.612], [12.842, 11.996, 15.687], [13.329, 11.053, 17.772], [11.631, 11.439, 17.972], [12.134, 13.468, 19.132], [13.877, 13.013, 19.114], [12.149, 13.223, 22.120], [13.731, 13.323, 21.206], [13.482, 11.764, 23.579], [14.841, 12.006, 22.454], [12.696, 9.748, 22.396], [14.325, 9.564, 21.974], [12.780, 9.799, 19.902], [14.193, 10.732, 19.990], [10.862, 11.025, 21.591], [10.516, 11.083, 19.812], [10.567, 12.528, 20.856], [10.036, 18.325, 11.433], [9.727, 19.748, 11.966], [9.760, 19.969, 13.452], [11.028, 19.537, 14.168], [11.110, 19.757, 15.682], [12.570, 19.511, 16.207], [12.508, 18.235, 17.154], [11.072, 18.288, 17.692], [10.215, 18.714, 16.509], [10.635, 21.216, 15.919], [11.088, 18.146, 11.653], [9.821, 18.218, 10.370], [9.504, 17.597, 12.045], [8.724, 19.900, 11.567], [10.397, 20.498, 11.547], [8.916, 19.414, 13.861], [9.502, 21.013, 13.630], [11.841, 20.123, 13.740], [11.280, 18.478, 14.112], [12.973, 20.416, 16.661], [13.303, 19.364, 15.413], [13.274, 18.137, 17.923], [12.645, 17.374, 16.500], [10.972, 18.955, 18.549], [10.724, 17.345, 18.113], [9.301, 19.144, 16.918], [10.061, 17.813, 15.916], [9.570, 21.106, 15.715], [11.190, 21.912, 15.290], [10.858, 21.275, 16.984], [21.297, 20.357, 22.530], [21.064, 20.278, 24.100], [20.725, 18.947, 24.619], [20.013, 19.253, 25.982], [19.541, 18.036, 26.845], [20.765, 17.177, 27.346], [20.440, 15.722, 27.027], [19.578, 15.784, 25.734], [18.668, 16.970, 26.159], [18.771, 18.577, 28.038], [22.197, 19.800, 22.268], [21.523, 21.322, 22.076], [20.422, 20.039, 21.964], [20.253, 20.970, 24.325], [21.904, 20.666, 24.677], [21.575, 18.272, 24.716], [20.015, 18.474, 23.940], [19.148, 19.905, 25.861], [20.593, 19.753, 26.758], [21.159, 17.453, 28.324], [21.584, 17.423, 26.670], [20.178, 15.013, 27.812], [21.423, 15.300, 26.817], [19.112, 14.838, 25.460], [20.119, 16.147, 24.860], [17.802, 16.681, 26.754], [18.283, 17.564, 25.330], [17.763, 18.834, 27.710], [19.343, 19.416, 28.435], [18.657, 17.663, 28.621], [13.294, 10.812, 11.994], [14.192, 11.989, 12.504], [15.152, 12.561, 11.433], [16.190, 13.747, 11.911], [16.822, 13.491, 13.310], [15.951, 13.527, 14.592], [16.743, 14.364, 15.714], [18.015, 14.895, 15.016], [17.848, 14.664, 13.517], [17.615, 12.122, 13.203], [13.789, 9.841, 11.950], [12.709, 10.963, 11.087], [12.547, 10.488, 12.718], [14.681, 11.450, 13.315], [13.578, 12.810, 12.873], [14.516, 12.971, 10.649], [15.551, 11.746, 10.830], [15.688, 14.705, 12.039], [17.039, 13.699, 11.228], [15.688, 12.492, 14.812], [15.064, 14.061, 14.253], [16.814, 13.684, 16.564], [16.073, 15.174, 16.002], [18.923, 14.451, 15.423], [18.092, 15.956, 15.255], [18.798, 14.339, 13.091], [17.431, 15.586, 13.113], [18.344, 12.124, 12.393], [16.887, 11.311, 13.184], [18.162, 12.122, 14.145], [11.827, 16.776, 30.305], [11.559, 16.013, 28.994], [11.935, 16.812, 27.728], [12.265, 15.937, 26.461], [13.197, 16.535, 25.340], [13.370, 15.479, 24.250], [14.533, 15.872, 23.381], [15.448, 16.587, 24.340], [14.616, 16.924, 25.577], [12.475, 17.706, 24.688], [12.885, 16.978, 30.472], [11.224, 16.354, 31.109], [11.395, 17.769, 30.184], [10.545, 15.615, 28.955], [12.131, 15.094, 29.124], [12.883, 17.327, 27.886], [11.065, 17.414, 27.465], [11.287, 15.655, 26.069], [12.659, 15.021, 26.902], [12.537, 15.536, 23.548], [13.526, 14.542, 24.785], [14.163, 16.582, 22.641], [14.965, 15.018, 22.860], [15.886, 17.436, 23.815], [16.279, 16.010, 24.745], [14.734, 17.984, 25.803], [15.041, 16.299, 26.361], [11.538, 17.350, 24.259], [12.982, 18.143, 23.828], [12.386, 18.500, 25.428], [22.950, 12.123, 17.086], [22.384, 13.556, 17.156], [22.856, 14.302, 18.410], [22.645, 15.881, 18.336], [23.208, 16.690, 19.581], [23.111, 18.208, 19.391], [24.253, 18.755, 20.303], [25.337, 17.671, 20.218], [24.735, 16.390, 19.671], [22.596, 16.181, 20.883], [22.600, 11.592, 17.971], [24.035, 12.022, 17.057], [22.534, 11.662, 16.190], [21.311, 13.607, 16.971], [22.894, 14.103, 16.363], [23.863, 14.094, 18.770], [22.135, 13.962, 19.154], [21.562, 15.994, 18.276], [23.086, 16.349, 17.456], [22.105, 18.628, 19.392], [23.341, 18.176, 18.326], [23.859, 18.741, 21.319], [24.578, 19.776, 20.104], [25.824, 17.522, 21.182], [26.173, 17.828, 19.537], [24.913, 15.460, 20.212], [25.152, 16.168, 18.689], [23.138, 16.473, 21.783], [22.472, 15.100, 20.945], [21.624, 16.675, 20.900], [21.075, 13.157, 23.690], [21.286, 11.692, 23.449], [20.319, 11.020, 22.395], [20.536, 11.396, 20.891], [19.570, 10.650, 19.962], [19.898, 11.085, 18.481], [18.540, 11.103, 17.774], [17.420, 11.021, 18.794], [18.144, 11.117, 20.185], [19.850, 9.144, 20.104], [21.328, 13.868, 22.903], [21.705, 13.450, 24.529], [20.052, 13.386, 23.989], [21.177, 11.137, 24.381], [22.325, 11.536, 23.158], [19.322, 11.348, 22.688], [20.562, 9.963, 22.503], [21.497, 11.093, 20.476], [20.362, 12.443, 20.641], [20.697, 10.506, 18.019], [20.206, 12.129, 18.528], [18.335, 10.330, 17.033], [18.481, 12.087, 17.309], [16.884, 10.080, 18.670], [16.683, 11.824, 18.793], [17.733, 10.531, 21.008], [18.156, 12.170, 20.468], [19.606, 8.632, 21.035], [20.891, 8.977, 19.827], [19.155, 8.767, 19.355], [14.260, 24.837, 22.183], [15.623, 24.469, 22.759], [15.967, 22.989, 22.627], [16.238, 22.460, 21.225], [16.343, 20.887, 21.145], [16.453, 20.468, 19.703], [16.026, 18.980, 19.637], [15.207, 18.701, 20.962], [15.054, 20.124, 21.520], [17.685, 20.467, 21.877], [14.003, 24.470, 21.189], [14.050, 25.896, 22.335], [13.511, 24.362, 22.817], [15.728, 24.794, 23.794], [16.430, 25.086, 22.365], [15.134, 22.420, 23.039], [16.834, 22.712, 23.227], [17.066, 22.893, 20.664], [15.356, 22.695, 20.629], [17.508, 20.597, 19.462], [15.750, 21.116, 19.178], [16.881, 18.306, 19.579], [15.565, 18.690, 18.693], [15.727, 17.949, 21.555], [14.239, 18.281, 20.691], [14.915, 20.133, 22.601], [14.273, 20.705, 21.030], [18.542, 21.077, 21.592], [17.977, 19.419, 21.810], [17.483, 20.582, 22.942], [19.133, 17.959, 17.426], [19.902, 18.352, 16.233], [20.566, 19.777, 16.400], [21.604, 19.961, 15.242], [22.458, 21.295, 15.208], [21.562, 22.541, 14.784], [22.178, 23.141, 13.536], [23.587, 22.680, 13.529], [23.577, 21.246, 14.106], [23.001, 21.440, 16.629], [18.157, 18.444, 17.414], [19.606, 18.234, 18.369], [18.972, 16.891, 17.569], [19.189, 18.496, 15.422], [20.629, 17.622, 15.877], [21.018, 19.783, 17.392], [19.868, 20.613, 16.438], [21.278, 19.743, 14.225], [22.300, 19.137, 15.403], [21.719, 23.259, 15.589], [20.550, 22.164, 14.638], [22.221, 24.230, 13.545], [21.607, 22.742, 12.697], [24.204, 23.236, 14.234], [23.997, 22.664, 12.519], [24.491, 20.880, 14.575], [23.180, 20.487, 13.431], [23.806, 22.169, 16.719], [23.398, 20.483, 16.968], [22.165, 21.682, 17.286]],
  "mulliken_charge": [-0.8460, 0.9528, -0.2488, 0.0108, -0.0727, -0.0369, 0.0146, 1.0947, -1.2633, 0.4224, 0.3281, -0.0622, 0.3385, -1.2910, 0.0778, -1.3170, 0.8446, -0.8399, 0.0204, 0.5147, 0.5569, -0.4815, -1.1193, -0.3256, -0.9919, 0.4372, 0.4334, -0.0085, -0.7409, 0.4495, 0.2714, 0.3182, 0.3921, -0.3226, 0.3837, -0.7494, 0.3513, 0.3796, 0.4014, 0.4724, 0.4551, 0.0863, 0.3654, 0.3650, 0.4264, -1.1209, -0.7780, -0.7641, -0.6654, 0.4912, -0.9224, 1.5271, -0.8973, -0.5396, -1.1905, 0.2428, 0.3890, 0.2896, 0.3833, 0.3635, 0.4087, 0.4472, 0.4492, 0.4243, 0.2619, 0.3554, -0.8884, -0.0172, 0.4113, 0.4318, 0.3271, 0.3484, 0.4885, 0.3004, 0.5103, -0.4257, -1.1403, 1.2364, -1.4984, 0.2103, -0.3444, -1.0383, 0.4439, -0.9000, -0.9445, -0.1033, 0.5571, -0.2632, 0.4966, 0.4371, 0.4386, -0.5547, 0.5836, 0.4979, 0.4510, 0.1891, 0.4116, 0.3788, 0.5808, -0.3334, 0.0829, 0.4606, 0.3686, 0.3557, 0.4468, -1.5373, 0.5492, -0.9456, -0.7222, 0.2115, -1.0196, 1.7879, 0.6523, -0.7961, -0.9889, 0.3843, 0.3863, 0.3942, -0.0773, 0.1096, 0.5150, 0.4242, 0.5170, 0.3527, 0.2669, 0.1852, -0.5458, -0.6504, -0.0272, -0.4108, 0.3740, 0.3472, 0.3242, 0.3735, 0.4866, -1.3283, -0.5906, -0.4678, -1.0021, 0.8046, -1.2522, 0.7580, 0.3439, -1.0218, -0.9458, 0.3460, 0.3811, 0.3498, 0.4377, 0.3386, 0.2316, 0.3944, 0.3937, 0.4876, 0.3598, 0.4143, -0.3746, 0.2913, -0.3057, 0.1447, 0.3466, 0.4539, 0.3417, 0.3110, 0.3783, -1.3745, -0.1085, 0.2117, -0.6705, 1.1232, -0.1787, -0.4247, -1.2192, -0.8111, -1.4344, 0.1147, 0.4748, 0.3954, -0.2457, 0.7118, 0.6006, -0.5116, -0.2620, 0.7870, 0.3341, -0.0287, -0.0412, 0.5979, 0.4518, 0.2931, 0.5194, 0.5577, 0.4094, 0.4311, 0.2243, -0.3671, -1.1729, -0.4559, -0.5425, 0.4168, -0.0597, -0.2856, 0.2252, -0.3359, -0.9590, -0.1104, 0.5143, 0.0990, 0.4188, 0.4493, 0.1672, 0.3958, 0.5780, -0.0613, 0.7210, -0.5775, 0.6283, -0.4508, 0.4762, -0.5630, 0.6629, -0.2715, 0.3280, 0.3048, 0.4797, -1.1731, -0.7651, -0.3317, -0.6227, 0.8333, -1.3445, 1.0326, 0.5295, -1.3948, -1.1678, 0.3010, 0.3916, 0.3303, 0.4168, 0.4200, 0.2465, 0.2295, 0.3877, 0.3105, 0.5251, 0.5335, -1.0535, 0.5793, -1.0091, 0.8004, 0.6028, 0.3771, 0.4874, 0.0169, 0.5232, -0.6760, -0.8763, 0.2041, -1.5973, 0.4249, -0.3773, -0.6051, -0.5861, -0.6536, -1.2824, 0.5267, -0.0781, -0.0826, 0.4022, 0.5653, -0.0309, 0.4446, 0.4499, 0.6395, 0.3456, 0.2817, 0.3306, 0.3161, 0.3510, 0.4067, 0.3516, 0.3950, 0.4516, 0.4121, 0.4179],
  "e_tot_ha": -4289.5780,
  "total_charge": 8,
  "homo_energy_ev": -21.46,
  "orbital_gap_ev": 7.91
}